{"formula": "C2H5N3S", "method": "the ωB97M-V functional and the def2-TZVPD basis", "de_lowest_ev": 5.2362, "orbital_gap_ev": [7.9, 7.2], "e_tot_ha": -641.49161, "elements": ["C", "H", "C", "N", "H", "N", "H", "N", "S", "H", "H"], "coordinates": [[-1.13503, 0.47057, 0.68981], [-0.70311, -0.07203, 1.49488], [0.88155, 0.14868, -0.49433], [-2.10130, 2.05556, -0.45453], [1.27102, -0.75348, 0.07956], [-1.24779, 1.76498, 0.43279], [1.37586, 1.16800, -0.34591], [-2.13608, -0.31601, 0.08513], [-2.91051, 0.73264, -1.05905], [-2.06635, -1.28092, -0.12391], [0.43892, 0.00932, -1.46503]], "nbo_charge": [0.14, 0.23, -0.65, -0.36, 0.19, -0.19, 0.21, -0.77, 0.61, 0.42, 0.18]}